No. 1
ORCA calculation (wB97M-V/def2-TZVPD) on a molecular structure, C28H46BrN3P2PbS in a non-equilibrium geometry.

```
82
Properties=species:S:1:pos:R:3:lowdin_charge:R:1
C 1.77305 3.64029 -0.66217 0.01
C 0.80246 2.90431 -1.36708 -0.24
C 0.88128 2.88952 -2.77414 0.00
C 1.91978 3.59951 -3.39584 -0.07
N 2.84556 4.28487 -2.72217 0.14
C 2.76478 4.31546 -1.39064 -0.07
C -0.19449 2.13004 -0.67709 -0.11
C -1.30174 1.76394 -0.13597 -0.17
C -2.65018 2.01035 0.28622 -0.25
C -3.43260 1.00421 0.87645 -0.05
C -4.74782 1.25974 1.27280 -0.08
C -5.28058 2.54121 1.07103 -0.62
C -4.51229 3.55889 0.47967 -0.05
C -3.20325 3.29046 0.08827 0.03
Pb 0.00009 -0.01740 -0.17644 0.92
P 2.30841 -0.55941 -0.62128 0.86
H 0.15040 2.34215 -3.37181 0.13
H 1.76005 3.68491 0.42797 0.14
H 1.99207 3.59688 -4.48508 0.14
H 3.52039 4.89368 -0.85637 0.14
H -2.59388 4.07105 -0.37281 0.14
H -2.98934 0.01266 1.02329 0.08
H -4.94011 4.54603 0.33110 0.13
H -5.35018 0.47986 1.72980 0.12
C 2.78795 -2.28072 -0.23072 -0.34
C 3.94001 -2.88062 -1.05515 -0.08
H 1.88890 -2.91013 -0.34407 0.08
H 3.03223 -2.29747 0.84284 0.10
H 4.12999 -3.91875 -0.74142 0.11
H 3.70240 -2.90437 -2.12495 0.09
H 4.87878 -2.32512 -0.92690 0.08
C 2.51513 -0.29596 -2.42142 -0.36
C 3.90541 0.12485 -2.91996 -0.08
H 1.78648 0.47946 -2.71633 0.06
H 2.19055 -1.22608 -2.91302 0.08
H 3.87859 0.27100 -4.01209 0.11
H 4.22117 1.07981 -2.48024 0.08
H 4.67689 -0.62985 -2.71109 0.08
C 3.43577 0.57731 0.24844 -0.35
C 4.90989 0.15166 0.38148 -0.08
H 3.01697 0.74447 1.25488 0.09
H 3.35390 1.54231 -0.27266 0.07
H 5.47348 0.92592 0.92580 0.11
H 5.01493 -0.78178 0.94587 0.09
H 5.39905 0.02268 -0.59329 0.08
Br -7.06588 2.90751 1.60668 0.90
P -1.44252 -1.46201 -1.43416 0.87
C -0.46202 -2.47282 -2.60771 -0.36
C -1.14063 -3.70070 -3.23760 -0.08
H 0.44166 -2.80512 -2.06725 0.07
H -0.11046 -1.78381 -3.39048 0.09
H -0.43271 -4.21991 -3.90362 0.11
H -1.45636 -4.42451 -2.47727 0.09
H -2.01701 -3.43325 -3.84255 0.08
C -2.52544 -2.60133 -0.50447 -0.34
C -3.84016 -3.04116 -1.17205 -0.09
H -2.76260 -2.11835 0.45719 0.08
H -1.90356 -3.47439 -0.25301 0.11
H -4.40130 -3.70817 -0.49836 0.11
H -4.48785 -2.18255 -1.38740 0.08
H -3.67709 -3.59016 -2.10907 0.08
C -2.51484 -0.34083 -2.42361 -0.35
C -3.03408 -0.85805 -3.77674 -0.09
H -1.94784 0.58961 -2.58201 0.08
H -3.35276 -0.06331 -1.76722 0.09
H -3.64127 -0.07766 -4.26163 0.11
H -2.21320 -1.10075 -4.46002 0.08
H -3.67080 -1.74568 -3.67058 0.08
C -1.46838 0.59905 5.63291 -0.02
N -0.92387 0.79854 4.29210 -0.01
C 0.00231 -0.00091 3.74287 -0.76
S -0.00098 -0.00590 2.13095 0.75
N 0.92312 -0.78970 4.29204 -0.01
C 1.45570 -0.59995 5.64477 -0.01
H -1.05362 -0.30489 6.08672 0.10
H -2.55632 0.46586 5.58432 0.11
H -1.25109 1.48136 6.25018 0.12
H -1.43470 1.51983 3.73376 0.17
H 1.43061 -1.52405 3.74873 0.17
H 1.24017 -1.48338 6.26010 0.12
H 2.53812 -0.46881 5.59520 0.11
H 1.03742 0.30090 6.09559 0.09
```

2S+1: 1
Net charge: +4
Highest occupied orbital energy: -0.68300 hartree
Energy above the lowest of the compared OMol25 structures with the same formula, charge and spin: 295.9 kJ/mol
Total energy: -138910.819 eV



No. 2
ORCA calculation (wB97M-V/def2-TZVPD) on a molecular structure, C28H46Cl22F8IO in a non-equilibrium geometry.

```
106
Properties=species:S:1:pos:R:3:lowdin_charge:R:1
O -1.44132 -1.12436 4.10312 0.10
C -1.84331 -0.24043 3.41123 -0.43
F -3.24029 -0.16712 3.26607 -0.03
C -1.04742 0.82872 2.64600 -0.28
C 0.43040 0.91417 2.92438 -0.58
I 1.36674 -0.94708 2.28487 0.81
C 0.68600 1.12822 4.40736 -0.58
F 1.06470 0.00376 5.08879 0.01
F -0.38057 1.67926 5.03520 0.10
C 1.87374 2.08144 4.70709 -0.39
F 3.05121 1.47747 4.55399 0.13
F 1.79367 2.41489 6.02983 0.11
C 1.89212 3.41499 3.94386 -0.53
F 0.77453 4.11359 4.13702 0.16
F 2.16689 3.30156 2.65204 0.17
F 2.91250 4.16670 4.47702 0.10
H -1.16161 0.59811 1.58991 0.08
H -1.55399 1.77909 2.77422 0.07
Cl 6.05571 1.71202 2.49555 0.58
C 5.79567 2.70964 3.94742 -0.66
C 6.90380 3.70686 4.14248 -0.64
Cl 8.45477 2.93097 4.58022 0.55
H 5.69388 2.04911 4.80378 0.07
H 4.85484 3.23156 3.80627 0.04
H 6.65228 4.38662 4.95466 0.07
H 7.06699 4.29288 3.24193 0.06
Cl -3.94674 2.15155 1.48904 0.62
C -4.92268 1.69167 0.07887 -0.68
C -4.72004 0.24615 -0.29588 -0.66
Cl -3.08905 -0.06342 -0.94116 0.56
H -4.66835 2.35800 -0.73594 0.00
H -5.96566 1.86083 0.34902 0.06
H -5.42821 -0.02962 -1.07629 0.05
H -4.87077 -0.40700 0.56047 0.07
Cl -0.00206 -2.96486 0.23192 0.44
C -0.09484 -4.60620 -0.45726 -0.66
C 1.02431 -4.89113 -1.42496 -0.66
Cl 0.88271 -3.93093 -2.92005 0.53
H -1.06562 -4.72091 -0.93645 0.06
H -0.03685 -5.30362 0.37790 0.07
H 0.99557 -5.93983 -1.72110 0.06
H 1.99627 -4.68072 -0.98620 0.07
Cl 1.67773 -7.59829 -4.97863 0.54
C 0.24105 -7.40881 -6.01638 -0.67
C -0.59506 -6.21967 -5.62114 -0.65
Cl -1.37949 -6.44853 -4.04066 0.55
H -0.33189 -8.33120 -5.96588 0.07
H 0.60001 -7.27844 -7.03591 0.07
H -1.38871 -6.06957 -6.35232 0.07
H -0.00005 -5.31108 -5.56509 0.05
Cl -5.90255 -3.33285 -3.17764 0.55
C -6.03070 -4.98983 -3.82052 -0.66
C -4.92695 -5.30345 -4.79567 -0.67
Cl -5.08126 -4.37269 -6.30727 0.52
H -7.00985 -5.09850 -4.28051 0.06
H -5.97113 -5.66632 -2.96958 0.07
H -4.96546 -6.35740 -5.06938 0.07
H -3.94829 -5.09395 -4.37454 0.03
Cl 11.49094 -0.99559 3.13336 0.53
C 11.13960 0.10638 4.48918 -0.68
C 12.21276 1.14637 4.67333 -0.68
Cl 13.74860 0.44101 5.25121 0.52
H 11.00758 -0.49546 5.38462 0.07
H 10.19503 0.59732 4.25879 0.02
H 11.89440 1.86933 5.42253 0.07
H 12.41448 1.67445 3.74540 0.04
Cl -6.70537 2.88464 3.15127 0.53
C -5.46292 3.54925 4.23777 -0.68
C -6.04577 4.07023 5.52439 -0.66
Cl -7.04178 5.53255 5.27916 0.52
H -4.92797 4.32558 3.69682 0.04
H -4.76751 2.73826 4.45189 0.07
H -5.24005 4.34655 6.20193 0.07
H -6.66712 3.32254 6.00987 0.07
Cl -4.06825 -8.02815 -8.52155 0.53
C -5.46985 -7.88471 -9.61443 -0.67
C -6.33835 -6.70153 -9.27282 -0.67
Cl -7.17380 -6.91229 -7.71719 0.53
H -6.02909 -8.81521 -9.56455 0.07
H -5.07591 -7.76984 -10.62285 0.07
H -7.10687 -6.57808 -10.03408 0.07
H -5.75613 -5.78471 -9.21567 0.06
Cl 11.30787 4.39974 -0.58359 0.53
C 9.61199 4.01622 -0.18194 -0.66
C 9.43080 3.69195 1.27787 -0.68
Cl 10.19789 2.15380 1.72480 0.56
H 9.29659 3.19005 -0.81323 0.07
H 9.02030 4.89359 -0.43730 0.07
H 8.36950 3.58739 1.49797 0.04
H 9.84349 4.47182 1.91375 0.07
Cl -1.06227 7.99757 0.78010 0.53
C -0.81731 7.92089 2.54471 -0.67
C -0.66295 6.50701 3.04270 -0.68
Cl -2.17397 5.57646 2.90546 0.56
H -1.65846 8.41922 3.01981 0.06
H 0.08864 8.48416 2.76290 0.07
H -0.39165 6.51904 4.09665 0.07
H 0.10767 5.97126 2.49573 0.06
Cl -5.56198 2.33813 -3.13949 0.61
C -6.54781 1.86881 -4.54755 -0.65
C -6.35064 0.42398 -4.92736 -0.67
Cl -4.72532 0.11385 -5.58070 0.54
H -6.29534 2.53350 -5.36972 0.07
H -7.58860 2.03615 -4.27416 0.07
H -7.06276 0.15081 -5.70457 0.07
H -6.49965 -0.23633 -4.07630 0.05
```

2S+1: 1
Net charge: -1
Highest occupied orbital energy: -0.13087 hartree
Total energy: -337167.723 eV



No. 3
ORCA calculation (wB97M-V/def2-TZVPD) on a molecular structure, C28H46Cl2MoNOP in a non-equilibrium geometry.

```
80
Properties=species:S:1:pos:R:3:lowdin_charge:R:1
P -0.20688 0.88637 -0.91939 1.07
C -1.86525 0.31919 -1.52631 -0.44
C -2.36246 1.15329 -2.70998 -0.21
C -3.78931 0.74124 -3.08166 -0.20
C -3.95201 -0.77153 -3.28037 -0.20
C -3.33885 -1.60903 -2.15181 -0.19
C -1.90470 -1.18249 -1.81984 -0.21
C 1.21547 0.21240 -1.89810 -0.46
C 1.12942 0.60479 -3.37093 -0.21
C 2.43721 0.22279 -4.07211 -0.20
C 2.83276 -1.24361 -3.85244 -0.20
C 2.75902 -1.69157 -2.38619 -0.19
C 1.43759 -1.29612 -1.72183 -0.21
C -0.13833 2.73548 -0.94260 -0.46
C -1.26994 3.32909 -0.08569 -0.24
C -1.25027 4.86121 -0.11834 -0.20
C 0.11570 5.45122 0.24841 -0.21
C 1.27775 4.79508 -0.50562 -0.20
C 1.22933 3.26077 -0.48304 -0.23
H -2.49875 0.51007 -0.63438 0.09
H -1.68369 0.99996 -3.56371 0.11
H -2.33661 2.22581 -2.47446 0.10
H -4.08205 1.27537 -3.99129 0.11
H -4.46260 1.07027 -2.27852 0.12
H -5.01830 -1.00738 -3.36912 0.11
H -3.48647 -1.05831 -4.23170 0.11
H -3.95250 -1.50544 -1.24753 0.12
H -3.34019 -2.66750 -2.43167 0.11
H -1.51616 -1.75632 -0.96494 0.08
H -1.25756 -1.40039 -2.68304 0.10
H 2.07737 0.71669 -1.42160 0.08
H 3.23526 0.86955 -3.68422 0.11
H 0.94156 1.68353 -3.48197 0.11
H 0.27990 0.07817 -3.83454 0.11
H 2.33641 0.43135 -5.14163 0.11
H 3.84976 -1.40076 -4.22900 0.11
H 2.17334 -1.88416 -4.45233 0.11
H 2.88997 -2.77747 -2.31959 0.11
H 3.58069 -1.22822 -1.82239 0.12
H 1.44935 -1.56266 -0.65462 0.06
H 0.61035 -1.85739 -2.17359 0.10
H -0.29446 2.97773 -2.01249 0.11
H -2.25505 2.97397 -0.41811 0.10
H -1.16045 2.96991 0.95077 0.06
H -1.52341 5.19227 -1.12896 0.11
H -2.01864 5.24459 0.56155 0.11
H 0.27815 5.33553 1.32664 0.11
H 0.11230 6.52802 0.04246 0.11
H 2.23242 5.13001 -0.08672 0.11
H 1.25464 5.12480 -1.55287 0.11
H 2.03525 2.87110 -1.11910 0.10
H 1.43791 2.88778 0.53286 0.07
Mo 0.20243 -0.10914 2.12501 0.84
Cl 2.39721 0.47061 1.43451 -0.06
Cl -1.96095 0.78839 2.31730 -0.06
C -0.46195 -1.84259 1.39052 -0.29
H -1.52481 -1.98806 1.15276 0.02
C 0.29691 -3.06615 1.41171 -0.34
C 1.71252 -3.05084 1.54415 -0.09
C 2.43050 -4.24723 1.54013 -0.09
C 1.76443 -5.47767 1.44894 -0.10
C 0.35933 -5.50705 1.34926 -0.10
C -0.36884 -4.32756 1.31782 -0.06
H 2.23868 -2.09611 1.63930 0.02
H 3.51831 -4.22498 1.61261 0.10
H -0.15964 -6.46529 1.29444 0.10
H -1.45752 -4.33421 1.23749 0.11
H 2.32924 -6.40948 1.45815 0.09
C 1.51620 0.17846 6.51286 -0.02
N 0.29284 -0.47339 6.06369 -0.17
C -0.47657 -1.28690 6.97805 -0.03
C -0.04916 -0.35211 4.78062 -0.30
O 0.66461 0.42178 4.06729 -0.25
H 1.62364 -0.04963 7.57681 0.09
H 1.45194 1.26359 6.37053 0.10
H 2.39048 -0.20081 5.96543 0.11
H -1.51555 -0.92811 7.02217 0.10
H -0.49185 -2.33572 6.64716 0.10
H -0.01561 -1.21356 7.96316 0.09
H -0.95081 -0.90526 4.44583 0.13
```

2S+1: 3
Net charge: 0
Highest occupied orbital energy (alpha / beta): -0.25741 / -0.24807 hartree
Total energy: -69511.067 eV



- Among the records above, which one has the highest total energy?
  C28H46Cl2MoNOP



- Which formula does entry 2 have?
  C28H46Cl22F8IO